ORCA calculation (ωB97M-V/def2-TZVPD) on a 5-piece molecular cluster, C17H26Cl2O12 overall at a distorted geometry.

The calculation puts the total energy at -67666.0291 eV. The orbital gap comes out at 10.96 eV. The calculation puts the highest occupied orbital energy at -10.56 eV. The maximum force comes out at 2.3 eV/Å. The calculation puts the energy above the lowest of the compared OMol25 structures with the same formula, charge and spin at 15.0 kcal/mol. As for the SMILES: C[C@H]1COC(=O)O1.C[C@H]1COC(=O)O1.C[C@H]1COC(=O)O1.C[C@H]1COC(=O)O1.ClCCl.

Last column: natural (NBO) charge in e.
CARTESIAN COORDINATES (ANGSTROEM)
C -4.58 -0.56 3.59  -0.63
C -3.90 0.78 3.51  0.06
C -4.02 1.64 2.25  -0.10
O -4.76 2.78 2.71  -0.49
C -4.87 2.77 4.05  0.97
O -5.21 3.73 4.68  -0.59
O -4.54 1.59 4.55  -0.49
H -5.62 -0.51 3.25  0.21
H -4.63 -0.88 4.62  0.24
H -4.13 -1.26 2.88  0.22
H -2.83 0.77 3.74  0.20
H -4.69 1.19 1.50  0.18
H -3.10 1.90 1.72  0.21
C 2.84 -1.32 -4.29  -0.63
C 2.45 -1.95 -2.99  0.07
C 1.16 -1.44 -2.31  -0.09
O 0.71 -2.60 -1.61  -0.50
C 1.35 -3.71 -2.13  0.97
O 1.19 -4.81 -1.73  -0.58
O 2.10 -3.33 -3.14  -0.50
H 3.74 -1.84 -4.63  0.23
H 3.14 -0.29 -4.14  0.23
H 2.05 -1.35 -5.04  0.22
H 3.18 -1.91 -2.16  0.18
H 0.44 -1.21 -3.10  0.18
H 1.32 -0.59 -1.66  0.22
C 6.02 -3.71 1.57  -0.63
C 5.20 -2.68 2.27  0.07
C 5.89 -1.80 3.32  -0.09
O 5.25 -0.57 3.19  -0.49
C 4.63 -0.47 1.98  0.98
O 4.21 0.52 1.53  -0.57
O 4.75 -1.67 1.34  -0.50
H 6.18 -4.53 2.29  0.22
H 7.00 -3.40 1.22  0.22
H 5.44 -4.19 0.78  0.24
H 4.29 -3.08 2.72  0.18
H 6.97 -1.74 3.17  0.18
H 5.70 -2.25 4.30  0.20
C -4.04 3.87 -3.75  -0.63
C -3.82 2.74 -2.78  0.07
C -4.06 1.34 -3.38  -0.09
O -2.90 0.61 -3.05  -0.49
C -1.97 1.41 -2.47  0.98
O -0.90 1.08 -2.07  -0.58
O -2.47 2.64 -2.32  -0.49
H -3.48 3.76 -4.68  0.22
H -3.79 4.85 -3.34  0.23
H -5.11 3.86 -3.97  0.22
H -4.44 2.89 -1.89  0.19
H -4.23 1.38 -4.46  0.18
H -4.95 0.84 -2.99  0.19
Cl -0.34 2.41 2.16  -0.04
C 1.27 2.13 1.56  -0.41
Cl 1.36 1.70 -0.14  0.00
H 1.74 3.10 1.70  0.22
H 1.79 1.34 2.08  0.23

---

ORCA calculation (ωB97M-V/def2-TZVPD) on a single C17H26ClFN2O molecule.

The calculation puts the total energy at -38318.3722 eV. The orbital gap comes out at 8.42 eV. The calculation puts the highest occupied orbital energy at -7.77 eV. The maximum force comes out at 0.5 eV/Å. The calculation puts the energy above the lowest of the compared OMol25 structures with the same formula, charge and spin at 3.2 kcal/mol. As for the SMILES: CC(C)CN1CCN(Cc2ccc(F)cc2Cl)C[C@H]1CCO.

Last column: natural (NBO) charge in e.
CARTESIAN COORDINATES (ANGSTROEM)
C 2.26 0.26 3.86  -0.61
C 1.39 -0.89 3.37  -0.22
C 1.03 -1.83 4.51  -0.60
C 0.11 -0.34 2.71  -0.21
N 0.44 0.39 1.49  -0.48
C -0.34 1.60 1.28  -0.23
C -1.75 1.30 0.75  -0.23
N -1.73 0.55 -0.49  -0.46
C -1.44 1.35 -1.67  -0.24
C -1.77 0.58 -2.92  -0.08
C -2.93 -0.18 -2.96  -0.16
C -3.29 -0.91 -4.08  -0.28
C -2.45 -0.87 -5.18  0.40
F -2.77 -1.58 -6.29  -0.32
C -1.29 -0.13 -5.19  -0.30
C -0.96 0.59 -4.05  -0.01
Cl 0.50 1.52 -4.08  0.01
C -0.91 -0.64 -0.34  -0.24
C 0.49 -0.45 0.30  -0.05
C 1.55 0.06 -0.68  -0.44
C 2.96 -0.21 -0.16  -0.05
O 3.96 0.23 -1.05  -0.71
H 1.77 0.78 4.68  0.20
H 3.22 -0.10 4.21  0.21
H 2.42 0.97 3.06  0.22
H 1.95 -1.45 2.61  0.19
H 0.44 -1.30 5.27  0.20
H 0.45 -2.68 4.15  0.21
H 1.93 -2.21 4.99  0.21
H -0.58 -1.17 2.52  0.17
H -0.37 0.34 3.41  0.19
H -0.40 2.15 2.22  0.20
H 0.19 2.23 0.56  0.19
H -2.31 2.23 0.60  0.20
H -2.29 0.69 1.49  0.19
H -2.10 2.23 -1.63  0.21
H -0.41 1.72 -1.73  0.19
H -3.56 -0.20 -2.08  0.24
H -4.19 -1.50 -4.11  0.23
H -0.65 -0.12 -6.06  0.24
H -0.81 -1.12 -1.31  0.21
H -1.49 -1.32 0.31  0.19
H 0.82 -1.44 0.62  0.20
H 1.42 -0.43 -1.65  0.21
H 1.44 1.14 -0.84  0.19
H 3.12 -1.28 -0.05  0.17
H 3.08 0.26 0.82  0.17
H 3.84 1.17 -1.21  0.46

---

ORCA calculation (ωB97M-V/def2-TZVPD) on C17H26ClI2N4O2PdSi as an isolated structure at a distorted geometry.

The calculation puts the total energy at -68182.2079 eV. The orbital gap comes out at 6.40 eV. The calculation puts the highest occupied orbital energy at -10.62 eV. The maximum force comes out at 1.6 eV/Å. The calculation puts the energy above the lowest of the compared OMol25 structures with the same formula, charge and spin at 9.0 kcal/mol. As for the charge: +1.

Last column: natural (NBO) charge in e.
CARTESIAN COORDINATES (ANGSTROEM)
Pd -0.22 -0.72 0.04  1.29
I -0.48 6.32 -2.61  0.18
C -0.26 4.62 -1.41  -0.19
C -0.92 4.55 -0.18  -0.24
C -0.79 3.42 0.60  -0.24
I -1.79 3.28 2.43  0.16
C 0.00 2.33 0.20  0.39
O 0.09 1.23 0.91  -0.86
C 0.65 2.43 -1.04  -0.16
C 1.46 1.24 -1.46  -0.25
N 0.57 0.06 -1.72  -0.54
C -0.54 0.37 -2.64  -0.28
C -1.70 0.88 -1.84  0.25
C -2.53 1.91 -2.25  -0.22
C -3.64 2.22 -1.47  -0.10
C -3.89 1.48 -0.33  -0.22
C -3.02 0.48 0.02  0.07
N -1.93 0.20 -0.71  -0.47
C 0.53 3.57 -1.83  -0.22
H -1.53 5.38 0.16  0.24
H 2.17 0.94 -0.69  0.26
H 1.99 1.46 -2.38  0.22
H 1.14 -0.70 -2.08  0.43
H -0.84 -0.57 -3.11  0.25
H -0.25 1.07 -3.42  0.23
H -2.31 2.46 -3.15  0.25
H -4.30 3.03 -1.76  0.25
H -4.75 1.69 0.30  0.25
H -3.19 -0.11 0.91  0.20
H 1.06 3.62 -2.78  0.23
N -0.02 -0.42 2.98  -0.61
N -0.79 -1.05 1.97  -0.53
H -0.03 0.57 2.75  0.41
H 0.94 -0.73 2.85  0.38
H -1.75 -0.74 2.10  0.40
H -0.75 -2.05 2.15  0.42
C 1.14 -3.67 2.37  -1.17
Si 2.29 -2.65 1.25  1.88
C 3.60 -1.90 2.34  -1.14
C 3.06 -3.79 0.00  -1.15
O 1.51 -1.40 0.50  -1.14
H 1.61 -4.65 2.52  0.27
H 0.15 -3.89 1.97  0.20
H 1.02 -3.22 3.36  0.24
H 4.12 -2.70 2.89  0.25
H 3.21 -1.20 3.08  0.23
H 4.34 -1.37 1.74  0.25
H 3.64 -4.57 0.50  0.25
H 3.75 -3.24 -0.65  0.24
H 2.32 -4.28 -0.63  0.24
Cl -0.26 -3.06 -1.94  -0.02
C -1.03 -2.51 -0.45  -0.48
H -0.81 -3.25 0.31  0.21
H -2.07 -2.36 -0.67  0.22

---

ORCA calculation (ωB97M-V/def2-TZVPD) on a single C17H26N2O3 molecule.

The calculation puts the total energy at -27175.7626 eV. The orbital gap comes out at 9.42 eV. The calculation puts the highest occupied orbital energy at -8.83 eV. The maximum force comes out at 0.7 eV/Å. The calculation puts the energy above the lowest of the compared OMol25 structures with the same formula, charge and spin at 1.0 kcal/mol. As for the SMILES: CCCCc1ccc(NC(=O)N[C@@H](CC(C)C)C(=O)O)cc1.

Last column: natural (NBO) charge in e.
CARTESIAN COORDINATES (ANGSTROEM)
C 7.02 1.04 0.07  -0.61
C 5.77 1.67 -0.51  -0.39
C 4.49 0.92 -0.14  -0.38
C 4.40 -0.47 -0.77  -0.42
C 3.08 -1.11 -0.44  -0.01
C 2.93 -1.86 0.73  -0.19
C 1.72 -2.41 1.07  -0.23
C 0.61 -2.23 0.25  0.12
N -0.61 -2.82 0.61  -0.62
C -1.88 -2.35 0.48  0.80
O -2.84 -3.07 0.77  -0.70
N -2.05 -1.08 0.06  -0.62
C -3.36 -0.45 0.06  -0.16
C -3.24 1.07 0.08  -0.40
C -4.39 1.75 0.83  -0.21
C -5.74 1.45 0.19  -0.61
C -4.15 3.26 0.86  -0.60
C -4.13 -0.96 -1.19  0.79
O -4.35 -0.26 -2.14  -0.59
O -4.49 -2.23 -1.13  -0.69
C 0.75 -1.51 -0.94  -0.22
C 1.98 -0.95 -1.26  -0.20
H 7.20 0.05 -0.34  0.20
H 7.89 1.65 -0.14  0.21
H 6.93 0.94 1.16  0.20
H 5.68 2.70 -0.15  0.20
H 5.86 1.71 -1.60  0.19
H 3.62 1.51 -0.47  0.20
H 4.42 0.83 0.95  0.20
H 4.50 -0.38 -1.86  0.21
H 5.21 -1.09 -0.40  0.21
H 3.79 -2.01 1.38  0.21
H 1.62 -2.99 1.97  0.21
H -0.56 -3.71 1.09  0.42
H -1.24 -0.49 -0.10  0.42
H -3.90 -0.81 0.95  0.22
H -3.23 1.43 -0.95  0.24
H -2.30 1.35 0.56  0.20
H -4.40 1.39 1.87  0.19
H -5.73 1.72 -0.86  0.22
H -6.53 2.02 0.69  0.21
H -5.99 0.40 0.27  0.20
H -4.14 3.66 -0.15  0.20
H -4.93 3.76 1.42  0.21
H -3.19 3.49 1.33  0.20
H -4.08 -2.69 -0.34  0.52
H -0.07 -1.42 -1.62  0.22
H 2.08 -0.40 -2.18  0.21

---

Q: What is the highest occupied orbital energy in the third record?
A: -10.62 eV